C33H49BFN14O2 | ωB97M-V/def2-TZVPD

Cartesian coordinates (Å):
F -1.1739 -2.8849 1.4577
O 2.3063 2.6339 2.0202
O 4.0807 1.8837 3.3193
N -0.9707 4.9031 0.3821
N -6.5494 -0.4726 1.6800
N 1.0994 -2.3278 2.7106
N 1.0742 -0.6576 -2.5072
N 1.9573 6.4705 -4.4554
N -7.2098 2.8177 2.5083
N -2.8862 -2.5570 5.6871
N 3.6328 -4.8234 3.7834
N 3.0864 -2.5242 -5.9482
N 2.9812 2.1788 -7.3324
N -4.8125 -5.7660 2.2006
N 4.0001 7.4496 -9.3459
N 5.8187 -1.7370 -0.9675
N -2.1879 1.8783 1.3027
C -3.3004 1.8594 1.0210
C -4.7075 1.8078 0.6651
C -6.5860 0.0233 2.7146
C -5.7009 -3.3207 2.3235
C 2.6473 -6.5480 5.4635
C -2.8067 -3.5928 5.1983
C -1.9259 -0.8664 2.4556
C -7.9445 3.1442 1.6897
C 3.1966 -5.5811 4.5287
C -0.9082 -1.5373 1.5563
C 0.4496 -1.3162 2.1480
C 1.9723 -0.3041 -1.8853
C 4.1360 -2.9668 -5.8085
C 3.0478 5.4449 -7.9892
C 1.9512 0.2978 -5.8603
C -8.8811 3.5562 0.6573
C -0.2938 4.8863 -2.1275
C 2.2546 0.1435 2.7188
C -2.7156 -4.9243 4.6245
C -6.6299 0.6508 4.0237
C 5.4663 -3.5243 -5.6312
C 3.5801 6.5654 -8.7476
C 3.1125 0.1441 -1.1024
C -5.2133 -4.6921 2.2631
C -0.6739 4.9036 -0.7256
C 3.0105 6.0556 -4.2641
C 2.5301 1.3385 -6.6925
C 2.2901 -2.1634 3.2900
C 2.8809 -0.9430 3.3174
C 5.2742 -2.5584 -0.3793
C 4.5708 -3.5441 0.4190
C 4.3487 5.5293 -4.0477
C 1.0132 -0.0568 2.1223
B 2.8891 1.6209 2.6953
H -0.9431 -1.0661 0.5780
H -7.6571 0.8557 4.3201
H -5.2383 2.6700 1.0590
H -3.6934 -5.4005 4.6104
H 2.7962 0.7893 -0.2814
H -5.6429 -2.8524 1.3444
H -6.7374 -3.2721 2.6497
H 5.2044 -3.9175 1.2222
H 3.6448 -0.6915 -0.6621
H 2.7398 -3.0369 3.7514
H 3.8266 -0.8134 3.8115
H -1.9283 -1.4058 3.4007
H 0.5402 4.2073 -2.2977
H -1.1238 4.5572 -2.7508
H -5.1052 -2.7238 3.0136
H 4.3082 4.5257 -3.6278
H -6.1809 0.0074 4.7796
H 4.9071 6.1620 -3.3600
H -5.1828 0.9153 1.0735
H 2.6224 -6.1395 6.4725
H 2.0896 5.1186 -8.3882
H -6.0873 1.5948 4.0124
H -9.3699 4.4901 0.9288
H 0.9508 0.0304 -6.1960
H -2.9063 -0.8245 2.0005
H 2.5614 -0.6164 -5.8750
H 4.2628 -4.3995 -0.1806
H 5.9647 -3.6479 -6.5909
H 0.4910 0.7701 1.6690
H -1.6155 0.1433 2.6668
H -2.0508 -5.5592 5.2095
H 4.9015 5.4795 -4.9847
H -2.3504 -4.9048 3.5986
H -8.3711 3.7066 -0.2928
H 3.9211 2.5451 4.0017
H 3.7179 4.5883 -8.0175
H 2.8900 5.7042 -6.9443
H 5.4167 -4.4991 -5.1492
H 3.8202 0.6971 -1.7167
H 1.3376 2.6266 1.9918
H 1.6324 -6.8257 5.1839
H 1.8747 0.6311 -4.8260
H 6.0809 -2.8718 -5.0130
H 0.0087 5.8737 -2.4733
H -9.6515 2.8012 0.5110
H 0.6552 -3.2381 2.6980
H 3.2518 -7.4531 5.4805
H -4.8396 1.7936 -0.4163
H 3.6760 -3.1219 0.8753

Forces on atoms 1 to 2 (eV/Å):
0.18 -0.40 -0.05
-0.88 0.16 0.37

Results
E_LUMO ... -4.10 eV
Total charge ... +1
Calculated total energy ... -63359.1123 eV
Multiplicity ... 1

Atomic partial charges in e from the Löwdin method, atoms 1 to 2: 0.02 0.21